# C6H10N2

A structure of composition C6H10N2 in a non-equilibrium geometry (wB97M-V/def2-TZVPD, OMol25).

Geometry as XYZ:
```
18
Properties=species:S:1:pos:R:3:lowdin_charge:R:1
C 0.977 1.381 -0.061 -0.1431
C -1.122 0.382 0.481 -0.3908
C -2.274 -0.696 -0.028 0.0538
C -0.755 -0.634 -0.454 -0.2064
C 1.473 -1.073 0.628 -0.2493
C 1.544 -0.104 -0.480 -0.1801
H 1.367 2.006 -0.845 0.0828
H 1.530 1.831 0.770 0.0911
H -0.736 2.012 -0.844 0.1633
H -0.914 0.366 1.627 0.1691
H -3.055 -0.639 -0.767 0.0728
H -2.708 -1.240 0.700 0.0307
H -0.829 0.288 -1.304 0.1910
H 2.118 -1.898 0.860 0.0885
H 1.567 -0.238 1.717 0.2003
H 2.059 -0.152 -1.431 0.1220
N -0.537 1.591 0.198 -0.0850
N 0.616 -1.287 -0.340 -0.0106
```

Results
* HOMO-LUMO gap: 9.48 eV
* HOMO level: -8.373 eV
* charge: 0
* relative energy (zero: lowest compared OMol25 entry of this formula, charge and spin): 840.4 kJ/mol
* largest force on an atom: 8.7 eV/Å
* E_tot: -343.81662 hartree

# C6H10N2

The molecule C6H10N2 in a non-equilibrium geometry (wB97M-V/def2-TZVPD, OMol25).

Geometry as XYZ:
```
18
Properties=species:S:1:pos:R:3:lowdin_charge:R:1
C 2.644 0.743 -2.046 -0.1261
C 1.244 0.454 -1.556 -0.2830
C 1.187 0.303 -0.015 -0.1725
C -0.125 -0.159 0.476 -0.2960
C -0.475 -0.809 1.629 -0.0623
N -1.859 -0.865 1.637 0.0364
C -2.270 -0.131 0.550 -0.2134
N -1.284 0.250 -0.189 0.1074
H 2.626 0.868 -3.129 0.0688
H 3.029 1.625 -1.531 0.0727
H 3.337 -0.079 -1.842 0.0700
H 0.829 -0.462 -1.979 0.1067
H 0.573 1.241 -1.893 0.0980
H 1.538 1.234 0.434 0.1145
H 2.044 -0.354 0.189 0.1137
H 0.083 -1.040 2.516 0.1104
H -2.388 -1.000 2.486 0.1403
H -3.319 -0.165 0.291 0.1143
```

Results
* HOMO-LUMO gap: 9.57 eV
* HOMO level: -8.625 eV
* charge: 0
* relative energy (zero: lowest compared OMol25 entry of this formula, charge and spin): 15.6 kJ/mol
* largest force on an atom: 2.0 eV/Å
* E_tot: -344.13078 hartree
* SMILES string: CCCc1c[nH]cn1

# C6H10N2

A structure of composition C6H10N2 in a non-equilibrium geometry (wB97M-V/def2-TZVPD, OMol25).

Geometry as XYZ:
```
18
Properties=species:S:1:pos:R:3:lowdin_charge:R:1
C -0.662 1.531 0.203 -0.0510
C 0.793 -1.854 0.951 -0.0206
C 0.985 0.962 -1.768 -0.0101
C -0.845 0.112 0.691 -0.2791
C 0.437 -0.413 0.803 -0.3337
C 0.673 1.013 -0.306 -0.3474
N -2.068 -0.529 0.783 0.1107
N 1.493 0.538 0.658 0.0501
H -2.827 -0.111 0.267 0.0845
H -2.053 -1.536 0.711 0.0791
H -1.372 1.822 -0.572 0.1100
H -0.591 2.291 0.985 0.1166
H 1.336 -2.025 1.883 0.0841
H -0.042 -2.557 0.937 0.0643
H 1.479 -2.173 0.161 0.0830
H 1.676 0.145 -1.973 0.0846
H 1.495 1.898 -2.022 0.0942
H 0.093 0.884 -2.393 0.0808
```

Results
* HOMO-LUMO gap: 7.11 eV
* HOMO level: -6.279 eV
* charge: 0
* relative energy (zero: lowest compared OMol25 entry of this formula, charge and spin): 336.2 kJ/mol
* largest force on an atom: 1.1 eV/Å
* E_tot: -344.00867 hartree

# C6H10N2

The molecule C6H10N2 in a non-equilibrium geometry (wB97M-V/def2-TZVPD, OMol25).

Geometry as XYZ:
```
18
Properties=species:S:1:pos:R:3:lowdin_charge:R:1
C -1.680 1.628 0.044 -0.0055
C -0.681 0.537 -0.001 -0.4174
C -1.204 -0.897 0.048 -0.1130
C -2.453 -1.388 -0.063 -0.0060
C 2.515 -0.133 0.742 -0.1902
C 2.508 -0.308 -0.759 -0.2110
H -1.107 2.500 -0.106 0.0612
H -1.980 1.356 -1.123 0.1646
H -2.443 1.533 0.699 0.0409
H -0.443 -1.669 0.291 0.0952
H -3.361 -0.826 -0.079 0.0291
H -2.721 -2.549 0.165 0.1090
H 3.165 -0.593 1.733 0.1562
H 2.155 0.899 1.125 0.0989
H 3.095 -1.153 -1.200 0.1032
H 2.761 0.713 -1.408 0.1533
N 0.504 0.796 -0.075 0.1193
N 1.371 -0.445 -0.035 -0.1877
```

Results
* HOMO-LUMO gap: 9.52 eV
* HOMO level: -8.611 eV
* charge: 0
* relative energy (zero: lowest compared OMol25 entry of this formula, charge and spin): 613.0 kJ/mol
* largest force on an atom: 7.2 eV/Å
* E_tot: -343.90324 hartree
* SMILES string: C=C/C(C)=N\N1CC1

# C6H10N2

A cluster of 2 separate species, C6H10N2 in total in a non-equilibrium geometry (wB97M-V/def2-TZVPD, OMol25).

Geometry as XYZ:
```
18
Properties=species:S:1:pos:R:3:lowdin_charge:R:1
C -3.208 -0.132 0.788 -0.0614
C -2.200 -0.033 -0.157 -0.1786
C -0.891 -0.853 0.076 -0.3489
C 1.881 -0.553 -0.522 -0.1869
C 2.238 0.904 -0.176 -0.2588
C 0.785 1.179 -0.352 -0.2832
H -4.183 0.426 0.501 0.0486
H -2.993 -0.607 2.249 0.2115
H -2.219 0.643 -1.124 0.1288
H -0.244 -2.586 0.698 0.0405
H 2.461 -1.311 0.289 0.1468
H 2.123 -1.033 -1.510 0.0995
H 2.863 1.151 0.873 0.1424
H 3.208 1.358 -0.846 0.1506
H 0.796 1.740 -1.493 0.1573
H 0.201 1.812 0.504 0.1543
N -0.974 -1.902 0.793 0.1175
N 0.357 -0.201 -0.590 -0.0800
```

Results
* HOMO-LUMO gap: 9.09 eV
* HOMO level: -8.444 eV
* charge: 0
* relative energy (zero: lowest compared OMol25 entry of this formula, charge and spin): 738.5 kJ/mol
* largest force on an atom: 5.6 eV/Å
* E_tot: -343.85543 hartree

# C6H10N2O

The molecule C6H10N2O in a non-equilibrium geometry (wB97M-V/def2-TZVPD, OMol25).

Geometry as XYZ:
```
19
Properties=species:S:1:pos:R:3:lowdin_charge:R:1
C -0.024 0.763 -0.474 -0.1224
C 0.082 -1.733 -0.574 -0.0397
C -2.447 0.833 0.129 -0.0739
C 2.746 0.600 0.597 -0.1295
N -1.170 0.168 0.185 -0.1246
C -1.081 -1.378 0.291 -0.3485
C 0.858 -0.454 -0.371 -0.2940
N 1.967 -0.585 0.276 0.0414
O -1.951 -2.079 0.739 0.1018
H 0.319 1.644 0.065 0.1117
H -0.237 0.999 -1.522 0.1285
H -0.214 -1.887 -1.614 0.1358
H 0.585 -2.622 -0.190 0.1298
H -3.075 0.480 0.951 0.0874
H -2.948 0.621 -0.824 0.0894
H -2.315 1.914 0.250 0.0862
H 2.143 1.355 1.110 0.0683
H 3.561 0.313 1.267 0.0694
H 3.202 1.046 -0.292 0.0830
```

Results
* HOMO-LUMO gap: 9.92 eV
* HOMO level: -9.086 eV
* charge: 0
* relative energy (zero: lowest compared OMol25 entry of this formula, charge and spin): 137.3 kJ/mol
* largest force on an atom: 4.1 eV/Å
* E_tot: -419.33419 hartree
* SMILES string: C/N=C1/CC(=O)N(C)C1

# C6H10N2O

A cluster of 2 separate species, C6H10N2O in total in a non-equilibrium geometry (wB97M-V/def2-TZVPD, OMol25).

Geometry as XYZ:
```
19
Properties=species:S:1:pos:R:3:lowdin_charge:R:1
C 1.201 -1.099 1.352 -0.0466
C 0.061 1.026 -2.487 -0.4235
C 0.085 -1.416 0.360 -0.4525
C -0.735 0.917 0.688 -0.1397
N 1.102 0.423 -2.526 0.1533
C -0.935 -0.298 0.279 -0.0776
C -0.526 2.131 1.082 0.0175
O -0.540 -2.651 0.637 -0.0381
N -0.789 1.880 -2.504 0.1650
H -0.872 -2.627 1.541 0.0941
H 0.518 -1.554 -0.639 0.1262
H 1.282 -0.450 -3.018 0.0803
H -1.527 2.029 -1.856 0.0529
H -1.874 -0.579 -0.196 0.1222
H 1.751 -0.223 1.011 0.0818
H 1.883 -1.945 1.421 0.0816
H 0.788 -0.890 2.340 0.0850
H -0.769 2.449 2.082 0.0590
H -0.103 2.877 0.431 0.0591
```

Results
* HOMO-LUMO gap: 10.58 eV
* HOMO level: -9.786 eV
* charge: 0
* relative energy (zero: lowest compared OMol25 entry of this formula, charge and spin): 266.9 kJ/mol
* largest force on an atom: 1.8 eV/Å
* E_tot: -419.28482 hartree
* SMILES string: C=C=C[C@@H](C)O.N=C=N

# C6H10N2O2

The molecule C6H10N2O2 in a non-equilibrium geometry (wB97M-V/def2-TZVPD, OMol25).

Geometry as XYZ:
```
20
Properties=species:S:1:pos:R:3:lowdin_charge:R:1
C 0.463 -1.134 -0.494 -0.0918
C -0.613 -1.780 -1.038 -0.0993
C 0.652 -0.742 0.919 -0.2305
C 1.275 0.586 1.284 -0.1611
C -1.857 -1.935 -0.357 -0.2737
C 0.379 1.684 0.795 -0.0315
N -2.784 -2.688 -0.794 0.0960
N 0.765 2.646 -0.020 -0.3349
O 1.873 3.085 -0.219 0.0090
O -0.283 3.406 -0.644 0.0014
H 1.405 -1.123 -1.062 0.1148
H -0.586 -2.027 -2.113 0.1151
H -0.295 -0.739 1.355 0.0604
H 1.278 -1.616 1.518 0.1867
H 1.488 0.702 2.324 0.1135
H 2.129 0.634 0.679 0.0949
H -2.071 -1.221 0.436 0.1064
H -0.674 1.504 0.678 0.1257
H 0.019 3.813 -1.547 0.1670
H -2.564 -3.056 -1.703 0.0319
```

Results
* HOMO-LUMO gap: 9.35 eV
* HOMO level: -9.095 eV
* charge: 0
* relative energy (zero: lowest compared OMol25 entry of this formula, charge and spin): 588.3 kJ/mol
* largest force on an atom: 3.5 eV/Å
* E_tot: -494.41967 hartree
* SMILES string: [H]/N=C\C=C/CC/C=[N+](\[O-])O